# C11H22FI2NO2S

C11H22FI2NO2S as an isolated structure at a distorted geometry (the ωB97M-V functional and the def2-TZVPD basis, the Open Molecules 2025 dataset).

XYZ file:
```
40
Properties=species:S:1:pos:R:3:forces:R:3
C 4.18811 -2.11982 3.23291 0.775 -1.189 -3.608
C 4.51070 -2.54061 1.84029 0.468 0.348 4.383
N 3.91680 -2.03151 0.56204 -1.860 0.149 1.430
C 2.64859 -2.69866 0.13623 -0.439 -2.911 0.214
I 1.79221 -1.89646 -1.76418 0.583 -0.372 1.165
C 1.50882 -2.89891 1.30713 -0.621 1.207 -0.164
C 0.61990 -1.57444 1.65670 -0.572 0.360 0.778
I 0.06380 -4.37574 0.46053 0.792 0.481 0.521
S 4.03348 -0.34168 0.29654 8.330 5.672 -1.187
O 4.67008 -0.04302 -1.11818 -4.133 -1.879 4.759
O 5.07463 0.28709 1.30543 -5.104 -2.973 -2.785
F 2.60490 0.58304 0.47907 2.018 -2.263 -0.268
H 5.09482 -2.06556 3.99661 -2.363 -0.887 -1.569
H 3.09260 -1.88118 3.56784 2.488 0.495 -0.853
H 5.35107 -3.38335 1.74053 -1.534 2.653 -0.325
H 2.95595 -3.81213 -0.17466 -0.521 2.563 0.645
H 1.89699 -3.39962 2.29084 -0.459 0.957 -2.183
H 0.41706 -0.84588 0.76447 0.603 -1.671 1.430
H 1.13265 -0.91114 2.50623 -1.049 -1.544 -1.786
H -0.45586 -1.93312 2.03089 2.550 0.856 -0.616
C -5.18230 1.93687 -1.56348 -0.160 0.140 0.100
C -3.92435 2.62752 -2.06688 0.057 -0.050 -0.174
C -2.79546 1.65157 -2.40804 0.109 0.057 -0.061
C -2.27048 0.82106 -1.23149 -0.118 -0.060 0.064
C -1.74693 1.63099 -0.04248 0.033 -0.152 -0.073
C -0.54982 2.50178 -0.39113 0.072 0.148 0.153
H -5.00034 1.39282 -0.63323 -0.039 0.000 -0.068
H -5.96429 2.67744 -1.36633 0.030 -0.155 -0.005
H -5.56451 1.23202 -2.30812 0.029 0.012 0.090
H -3.58663 3.36118 -1.32789 0.033 -0.037 -0.040
H -4.17688 3.19645 -2.97030 0.083 -0.030 0.114
H -1.96750 2.21179 -2.85767 -0.048 -0.057 0.046
H -3.14645 0.96132 -3.18653 0.014 0.080 0.077
H -1.46615 0.17120 -1.59971 -0.036 0.049 0.048
H -3.06000 0.14830 -0.87774 0.041 0.034 -0.053
H -1.44942 0.93199 0.74841 -0.094 0.044 -0.029
H -2.54352 2.25154 0.38102 0.001 -0.065 -0.035
H 0.27528 1.89359 -0.77601 -0.050 0.082 -0.009
H -0.19450 3.02745 0.50157 0.037 -0.031 -0.164
H -0.80304 3.25585 -1.14127 0.059 -0.062 0.042
```
Forces are in eV/Å.

Results
Kohn-Sham gap	8.03	eV
net charge	0
LUMO energy	-0.0536	Ha
electronic energy	-1730.74881	Ha

Löwdin population analysis, charges in e, atoms 1 to 6: C 0.0445; C -0.1694; N -0.2852; C -0.7497; I 0.8452; C -0.7308